(1)
Here is one molecule with the formula C3H6O2 at a distorted geometry from the Open Molecules 2025 dataset. Energies are from ωB97M-V/def2-TZVPD.

XYZ file:
```
11
Properties=species:S:1:pos:R:3:forces:R:3:nbo_charge:R:1
O 1.1915 0.6091 -0.3226 0.4 -1.8 1.3 -0.498
H 1.9129 -1.3825 -0.3766 -2.1 1.6 0.9 0.173
C -1.0978 -0.1734 -0.0340 1.6 0.7 -2.1 -0.101
H 1.0436 -0.9992 1.1842 -0.3 1.3 -0.7 0.139
C -0.1049 1.0208 -0.1214 -2.5 3.0 -1.5 -0.112
H -0.2060 1.5691 0.7763 0.1 1.0 1.1 0.165
H -2.0031 -0.1016 -0.6883 1.0 -0.2 0.6 0.206
O -0.1519 -1.1384 -0.4892 -1.6 -1.6 -0.4 -0.519
H -1.3046 -0.3505 0.9830 -0.8 -0.4 1.3 0.167
C 1.0093 -0.7167 0.0802 4.8 -3.8 -0.8 0.194
H -0.2889 1.6633 -0.9916 -0.6 0.1 0.4 0.186
```
Forces are in eV/Å.

Its spin multiplicity is 1. Its SMILES is C1COCO1. The calculation puts the energy above the lowest of the compared OMol25 structures with the same formula, charge and spin at 53.9 kcal per mole. Its charge is 0. For the LUMO energy, the calculation gives 0.03752 Ha. The total energy is -7301.34107 eV.

***

(2)
Here is a 7-piece molecular cluster, C17H42O7S4 overall at a distorted geometry from the Open Molecules 2025 dataset. Energies are from ωB97M-V/def2-TZVPD.

XYZ file:
```
70
Properties=species:S:1:pos:R:3:forces:R:3:nbo_charge:R:1
H -3.0012 -0.8893 0.9055 -0.4 -0.4 0.3 0.250
C 4.8154 -0.9856 3.9306 -0.6 -0.6 -0.8 -0.809
H -6.9363 -0.3848 -0.7081 -0.2 -0.3 0.1 0.253
C -3.1483 -0.3580 4.3644 0.6 -0.1 -0.1 -0.724
C -3.8370 -0.5960 0.2655 1.4 0.2 -0.6 -0.865
C -0.8065 0.5943 4.8966 -0.4 -0.5 0.8 -0.734
C -0.0146 -0.7662 -0.5516 -0.1 0.6 0.1 0.609
S 3.3696 2.1313 -4.0991 0.6 0.4 0.6 1.215
H -0.2862 1.1719 -1.4393 0.2 0.0 -0.1 0.231
H -4.2241 -5.5697 -2.9276 0.5 0.0 -0.2 0.246
C 0.0919 -1.4230 0.8023 0.5 0.5 0.4 -0.733
C 0.2922 0.7265 -0.6310 -0.3 -0.4 0.1 -0.738
H -3.4447 -0.7310 -0.7494 -0.1 0.1 0.0 0.227
C -1.8408 0.2366 3.8544 -0.5 0.2 0.0 0.614
C 2.5877 4.8654 -0.0869 1.2 -0.4 -0.3 0.581
H 4.3933 0.8303 1.8072 0.2 -0.2 0.1 0.243
O 3.0012 0.9935 4.2462 -0.1 -1.3 -0.3 -0.979
H -4.0165 0.0656 3.8653 0.1 0.0 -0.2 0.255
O 3.9457 1.9228 -2.7138 -0.5 -0.1 -1.2 -0.983
H -0.0505 -0.1709 5.0961 0.0 -0.1 -0.6 0.250
H 4.1188 1.1162 -6.1915 -0.2 0.0 0.2 0.228
H -1.3618 0.5800 5.8351 0.2 0.6 0.2 0.216
H 1.1768 1.1963 -3.7757 0.1 0.0 0.2 0.242
H 5.0781 -1.6132 3.0735 0.1 0.1 0.0 0.222
C 3.5242 0.1780 1.8297 -0.8 0.0 0.4 -0.813
H 0.4421 5.4512 -0.0924 0.2 -0.2 0.5 0.220
C 2.4108 3.3711 -0.1734 -0.7 -0.4 0.5 -0.721
H 5.2718 0.7782 -4.9032 -0.2 0.0 0.4 0.243
H 3.5648 -0.6437 1.1175 0.2 -0.1 0.1 0.225
H -4.0523 -4.5619 -1.4785 -0.2 0.2 0.0 0.225
H 1.8347 0.6802 -5.3550 0.0 0.5 -0.1 0.235
H -3.2462 -0.2390 5.4383 -0.1 -0.2 0.1 0.213
H -5.5046 -0.4885 -1.7046 0.1 0.1 0.3 0.226
H 0.3269 -0.7007 1.5848 0.1 0.0 -0.1 0.229
H 1.3736 5.8525 -1.4397 0.3 0.2 0.0 0.238
O -1.9108 -4.6806 -4.2589 -0.4 0.4 0.3 -0.978
H 3.3190 2.8363 -0.4326 0.1 0.3 -0.2 0.263
H -0.3540 -4.2095 -1.8727 0.0 -0.1 -0.4 0.255
O -0.2634 -1.4104 -1.5424 -0.1 0.0 -0.1 -0.564
C -1.4136 -4.3466 -1.7097 -1.4 -0.2 1.2 -0.818
C -6.1722 -1.0734 -1.0608 0.9 0.8 -0.8 -0.837
H 2.5050 -0.0445 -3.9521 -0.3 0.0 0.4 0.239
C 2.0686 0.8916 -4.3098 0.9 -0.8 -0.5 -0.826
O -6.0647 -1.1765 1.5741 0.2 -0.2 0.0 -0.983
S -5.2594 -1.6607 0.4149 -0.6 0.3 0.1 1.245
S -2.4329 -3.8412 -3.1304 0.6 -0.8 -0.2 1.230
H 0.9272 -2.1211 0.7143 -0.3 -0.3 0.2 0.234
H 2.0661 2.9671 0.7864 0.1 0.3 0.2 0.227
C 4.6056 1.5395 -5.3079 -0.1 -0.5 -0.6 -0.832
H -1.6984 -3.8024 -0.8002 0.1 0.5 -0.4 0.221
H 1.6853 6.7628 0.0588 -0.1 0.1 0.0 0.242
H -0.8255 -1.8961 1.1471 0.0 -0.3 -0.4 0.241
O 3.6970 5.3392 0.0475 -0.2 -0.1 0.3 -0.544
C 1.4518 5.7833 -0.3452 -1.0 0.2 -0.7 -0.720
H -1.7324 -5.3530 -1.4222 0.6 -0.3 -0.6 0.221
H 5.2229 2.3454 -5.7034 -0.2 0.3 0.5 0.241
H -3.9324 0.4705 0.4749 -0.8 -0.1 -0.1 0.249
H -4.7921 -3.9015 -2.9941 -0.1 0.0 0.2 0.224
H 4.7789 -1.6626 4.7796 0.0 0.4 0.3 0.234
H 5.5173 -0.1613 4.0029 -0.1 0.1 0.3 0.244
H 0.0608 1.2478 0.2972 0.0 -0.1 0.1 0.234
H 1.6025 3.0900 -0.8498 0.1 0.2 -0.3 0.212
O -1.7102 0.4291 2.6678 0.4 0.1 -0.3 -0.584
H -3.0801 -1.4169 4.0997 -0.3 -0.1 0.2 0.239
H -6.5336 -1.8283 -1.7570 -0.3 -0.4 0.7 0.235
H 2.6458 0.7894 1.6158 0.1 0.0 -0.2 0.234
H -0.2896 1.5337 4.7265 -0.1 0.0 -0.2 0.256
C -4.0376 -4.5594 -2.5682 0.4 0.3 0.0 -0.827
H 1.3606 0.8431 -0.8242 0.0 0.0 -0.1 0.249
S 3.1405 -0.3430 3.5421 1.0 1.5 0.1 1.203
```
Forces are in eV/Å.

Its spin multiplicity is 1. Its charge is 0. For the LUMO energy, the calculation gives 0.01223 Ha. The total energy is -75978.89137 eV.

***

(3)
Here is C37H54N3OP2Ti as an isolated structure at a distorted geometry from the Open Molecules 2025 dataset. Energies are from ωB97M-V/def2-TZVPD.

XYZ file:
```
98
Properties=species:S:1:pos:R:3:forces:R:3:lowdin_charge:R:1
H 1.7810 -4.7647 -1.1428 -0.2 0.4 0.3 0.100
H 2.9913 1.2707 4.2205 0.1 0.1 -0.2 0.145
H 0.1842 3.9562 -2.8805 -0.1 0.2 0.1 0.081
H -3.5139 5.0383 -2.5283 -0.1 0.0 -0.3 0.090
C -2.5937 -1.6494 -2.8504 -0.2 -0.2 -0.2 -0.012
C 5.3599 2.2008 3.2160 0.3 0.2 -0.2 -0.007
H 3.4343 -5.0940 -0.2362 0.1 0.1 0.3 0.080
O -1.0401 1.1938 2.1422 0.4 -1.1 -1.6 0.065
H -3.6260 -2.7468 -4.3834 -0.1 0.0 0.3 0.124
C -3.7898 -1.3428 -0.7636 -0.2 -0.3 0.0 -0.015
C 4.1937 1.5684 1.0616 -0.1 -0.1 -0.8 0.021
C -1.3739 -3.5582 1.3563 0.1 0.0 -0.2 -0.066
C -2.4129 1.9404 -3.6605 0.4 -0.4 -0.1 -0.070
H -1.4296 5.0593 1.0029 0.0 0.2 -0.1 0.097
C -1.5257 -0.3602 -0.9675 -3.4 -3.1 4.1 -0.286
H -1.7049 -2.5531 1.0603 0.1 -0.3 0.1 0.051
H 3.7982 -1.3580 -0.0776 0.0 -0.3 0.0 0.052
C 1.0640 -3.1760 -3.4620 0.0 -0.3 0.2 0.038
C 4.1953 1.6549 2.4549 0.1 -0.1 0.4 -0.216
N 2.0675 0.4759 1.0841 -0.3 0.6 -0.1 -0.079
H 1.0506 2.8325 -0.7041 -0.1 0.1 0.0 0.063
H -2.3877 0.9119 -3.2747 -0.1 0.4 -0.1 0.049
H -3.7924 -0.9993 0.2729 -0.2 0.1 -0.4 0.126
H 4.5839 -2.7476 2.3906 -0.3 0.0 0.0 0.111
C -4.8870 -2.0305 -1.2853 0.2 0.1 0.0 -0.025
H 4.9670 -2.6871 -0.0817 -0.3 0.1 -0.1 0.115
H 5.7893 1.4381 3.8781 -0.2 0.1 -0.1 0.111
H 0.0609 -4.4817 -0.9189 0.3 0.4 -0.2 0.111
H 5.0624 3.0452 3.8494 0.0 -0.2 -0.1 0.110
C -2.6425 -1.1136 -1.5526 0.2 -0.8 0.3 -0.181
C 0.4568 -4.9520 2.3899 -0.2 -0.2 0.3 -0.071
H -0.7885 5.4507 -2.6996 0.2 -0.2 0.1 0.084
C 0.3623 -0.7112 -2.4512 0.5 -0.1 -1.6 -0.274
H 3.0188 -3.2226 3.0875 0.2 0.2 -0.2 0.085
C 0.5530 -0.8196 -3.8221 0.0 0.3 -0.3 0.010
H -2.0170 5.9026 -0.4501 0.2 0.1 0.1 0.089
C 1.0410 -3.9698 -0.9667 0.0 0.1 -0.3 -0.172
C 0.8936 -2.0812 -4.3203 0.6 0.4 -0.2 0.019
C 3.5173 -4.7119 0.7887 0.0 -0.1 0.1 -0.061
H -1.3932 2.2276 -3.9442 -0.2 0.1 -0.1 0.081
C -3.0568 2.9030 -2.6560 0.4 0.6 0.0 -0.733
C 0.1023 -2.5487 3.0992 0.2 0.0 0.0 -0.065
H -4.2498 1.2303 -1.9018 0.0 0.2 0.0 0.067
C -0.4850 0.1876 -1.6452 4.9 2.6 -1.5 -0.166
C 3.8988 -2.4455 -0.1938 -0.1 0.0 0.0 -0.064
C -1.1423 5.4276 0.0098 -0.8 -0.1 0.3 -0.067
C 2.0053 0.6563 2.4351 0.5 0.2 -0.3 -0.098
H -0.3157 -5.3102 3.0871 0.2 0.0 -0.2 0.109
H -1.6754 -1.5588 -3.4307 -0.5 0.0 0.0 0.098
C 0.5233 3.5683 -0.0842 -0.2 -0.6 0.3 -0.097
H -0.4922 -2.9759 3.9209 0.2 0.2 -0.2 0.117
H -2.4465 4.6098 -3.8994 -0.2 -0.1 0.2 0.086
C 3.1265 0.9872 0.3934 0.0 -0.1 0.9 -0.118
H 1.0005 -2.2092 -5.4003 -0.1 -0.1 0.3 0.142
H -0.3586 6.1890 0.1384 -0.1 -0.3 -0.2 0.121
H -5.7798 -2.1582 -0.6642 0.4 0.0 -0.3 0.129
H -5.6968 -3.0610 -3.0083 0.2 0.1 0.1 0.129
C -0.0731 4.7827 -2.2024 0.2 0.4 -0.1 -0.082
C -3.6832 -2.3526 -3.3687 0.2 0.2 0.1 -0.028
H -5.1353 2.3567 -2.9564 0.2 0.1 0.2 0.113
C 1.0515 -2.9529 -2.0932 0.3 -0.1 -0.4 -0.279
H 2.9268 -5.3524 1.4538 0.2 0.1 -0.2 0.078
H 1.1227 -2.3671 3.4632 -0.3 -0.1 0.0 0.071
C 3.4928 -2.6637 2.2683 0.1 -0.1 0.1 -0.069
H -0.3462 -1.5777 2.8352 0.1 -0.3 0.1 0.061
H 0.8459 5.3590 -2.0168 -0.2 -0.1 -0.1 0.106
C -0.6062 4.2764 -0.8561 0.2 -0.1 -1.6 -0.767
C -4.3799 2.2878 -2.1628 0.1 0.0 0.5 -0.092
H -4.1694 4.2167 -3.9593 0.2 0.0 0.2 0.110
C 0.0634 -3.5455 1.9211 0.1 -0.4 0.2 -0.678
N -1.5542 -0.3665 0.4318 -0.2 1.3 -1.5 0.090
C 3.1213 -3.2261 0.8867 0.1 0.0 0.4 -0.655
H 3.0806 0.9301 -0.7005 0.2 -0.1 0.4 0.131
H -4.7515 2.8146 -1.2763 -0.2 -0.1 -0.2 0.086
H -3.0323 1.9233 -4.5706 0.1 0.1 0.3 0.122
H 0.5101 -5.6663 1.5564 0.0 0.1 0.2 0.096
H 6.1411 2.5395 2.5310 -0.1 0.0 0.2 0.094
H 3.5994 -2.7140 -1.2151 0.1 0.0 0.2 0.084
H 3.2244 -1.6005 2.3527 0.1 -0.3 0.0 0.056
H 1.2631 4.3169 0.2393 -0.3 -0.1 -0.2 0.115
H 1.2078 -4.1902 -3.8327 -0.1 0.3 -0.1 0.143
H 0.1506 3.0558 0.8125 0.1 0.1 -0.1 0.067
H 0.3569 0.0516 -4.4502 -0.2 -0.5 -0.1 0.137
H -2.0515 -3.9014 2.1541 0.2 0.0 -0.3 0.116
C -0.7966 0.4204 1.2342 0.0 0.2 0.9 -0.449
H -0.4380 1.2856 -1.7817 0.3 -0.5 0.1 0.092
H 1.4110 -4.9523 2.9332 -0.2 0.0 -0.2 0.083
P -2.0425 3.1052 -1.0690 -0.2 -0.6 0.7 1.451
P 1.2714 -2.9927 0.6039 0.4 -1.2 -0.1 1.122
N 0.9471 -1.6746 -1.6827 -2.9 -0.2 0.2 -0.033
H -1.4861 -4.2334 0.4977 0.0 0.1 0.3 0.085
H 5.0393 1.9362 0.4818 -0.2 0.0 0.2 0.138
H 4.5734 -4.8032 1.0842 -0.3 0.0 -0.1 0.112
Ti 0.6489 -0.6925 0.0671 -0.7 2.0 1.3 0.964
C -4.8350 -2.5392 -2.5930 0.1 0.3 0.2 -0.014
C -3.2980 4.2800 -3.2922 0.1 0.3 -0.1 -0.071
H 1.0754 0.3889 2.9351 0.3 -0.1 -0.2 0.107
C 3.0663 1.2035 3.1373 -0.6 -0.3 -0.1 0.027
```
Forces are in eV/Å.

Its spin multiplicity is 1. The calculation puts the energy above the lowest of the compared OMol25 structures with the same formula, charge and spin at 102.0 kcal per mole. Its charge is +3. For the LUMO energy (spin up / spin down), the calculation gives -0.39213 / -0.39211 Ha. The total energy is -87428.03019 eV.

***

(4)
Here is one molecule with the formula C17H20N2O3S from the Open Molecules 2025 dataset. Energies are from ωB97M-V/def2-TZVPD.

XYZ file:
```
43
Properties=species:S:1:pos:R:3:forces:R:3:nbo_charge:R:1
C 1.1202 -0.8635 1.1727 0.1 -0.4 0.1 -0.250
H -4.4832 2.9051 3.6324 0.0 0.0 0.0 0.178
H 1.8208 -1.2018 0.4114 0.0 -0.1 0.0 0.207
C -1.5035 0.7193 1.7308 0.6 0.4 0.1 0.196
N -2.1131 -0.2737 0.9586 -0.1 -0.1 0.1 -0.623
H 3.8377 0.9229 -3.5080 0.0 0.0 0.0 0.175
H 3.7162 -3.3726 -2.3755 0.1 -0.1 0.0 0.223
H -0.4517 -2.9692 -1.4850 -0.1 0.0 0.1 0.235
C -2.3230 1.3597 2.6660 -0.1 0.2 0.2 -0.348
N -1.1037 -0.0298 -1.1430 0.1 0.2 0.5 -0.593
C 2.7970 -2.8092 -2.3966 0.2 0.2 -0.1 -0.290
O -2.5706 3.0097 4.4345 0.3 0.1 0.0 -0.487
C -1.8331 2.3424 3.5115 0.2 -0.1 -0.1 0.324
H 1.6345 -4.2886 -1.3955 0.0 -0.1 0.0 0.216
H 5.0897 0.1812 -4.5337 -0.1 0.0 0.0 0.201
H -3.3620 1.0696 2.7007 -0.1 0.0 0.0 0.219
C -3.9395 2.7042 4.5608 -0.2 0.0 0.0 -0.254
H -2.9657 -0.6441 1.3629 0.2 -0.1 -0.2 0.422
C 0.3352 2.0533 2.5319 -0.1 0.0 -0.1 -0.197
C -0.7997 -0.4905 -2.4820 -0.1 0.0 -0.3 -0.252
O 0.7573 0.4591 0.8161 -0.4 0.6 0.2 -0.544
H -0.6920 0.3863 -3.1268 0.0 -0.1 0.0 0.201
C 0.4616 -1.3157 -2.4874 0.0 -0.1 0.0 -0.008
C 2.8046 -1.5502 -2.9987 0.0 -0.2 0.1 0.388
H -0.3605 0.4916 -0.6877 -0.1 -0.1 0.0 0.426
C -0.1470 1.0600 1.6872 0.0 -0.2 -0.1 0.189
C -2.0055 -0.6330 -0.3589 -0.1 0.2 -0.1 0.303
H -1.6502 -1.0876 -2.8225 0.1 0.2 0.0 0.257
C -0.4846 2.6979 3.4283 -0.2 0.0 0.1 -0.267
C 1.6324 -3.3111 -1.8538 0.0 0.1 0.0 -0.185
C 1.6327 -0.8036 -3.0312 0.2 0.1 -0.1 -0.334
H 1.6017 -0.8786 2.1548 0.0 0.0 0.0 0.179
H -4.3149 3.3587 5.3455 0.0 -0.1 -0.1 0.204
C 4.0634 0.0893 -4.1814 0.0 0.2 -0.1 -0.254
H -4.0932 1.6616 4.8565 0.0 0.0 0.0 0.177
H -0.1075 3.4655 4.0831 0.1 0.1 0.1 0.229
H 1.6123 0.1764 -3.4830 0.0 0.1 -0.1 0.214
H 1.3832 2.3022 2.4690 0.1 0.0 0.0 0.228
O 3.9993 -1.1475 -3.5151 -0.1 -0.3 0.2 -0.511
C 0.4620 -2.5721 -1.8994 -0.1 0.0 0.0 -0.254
H 3.3835 0.1194 -5.0391 0.0 0.0 0.0 0.176
H 0.2535 -1.5302 1.1880 0.0 0.0 0.0 0.183
S -3.0945 -1.7629 -0.8984 -0.5 -0.6 -0.2 -0.300
```
Forces are in eV/Å.

Its spin multiplicity is 1. Its SMILES is COc1cccc(CNC(=S)Nc2cc(OC)ccc2OC)c1. The calculation puts the energy above the lowest of the compared OMol25 structures with the same formula, charge and spin at 47.1 kcal per mole. Its charge is 0. For the LUMO energy, the calculation gives 0.02386 Ha. The total energy is -37910.91836 eV.

***

(5)
Here is a 2-piece molecular cluster, C4H8O2 overall from the Open Molecules 2025 dataset. Energies are from ωB97M-V/def2-TZVPD.

XYZ file:
```
14
Properties=species:S:1:pos:R:3:forces:R:3:nbo_charge:R:1
H -1.0707 1.4505 0.1998 0.0 -0.1 -0.1 0.122
H 1.0120 0.2656 -2.1939 0.1 0.0 0.1 0.174
H 2.2772 1.3395 -1.5535 -0.1 -0.1 0.0 0.183
C -1.4827 0.4911 -0.1702 -0.2 0.0 -0.2 0.399
C -1.4947 -0.6113 0.8229 0.1 0.0 0.2 -0.324
C -0.9003 -0.4676 2.0068 -0.1 0.0 -0.1 -0.312
H 1.0065 -0.6690 -0.0284 0.1 0.1 0.1 0.468
H -1.9928 -1.5309 0.5222 0.1 0.1 0.0 0.221
O -1.8938 0.3698 -1.3033 0.2 0.1 0.4 -0.527
H -0.3934 0.4611 2.2646 -0.1 -0.1 -0.1 0.206
H -0.8793 -1.2617 2.7476 0.0 0.1 -0.1 0.207
C 1.8325 0.3453 -1.4673 0.2 0.1 -0.4 -0.253
H 2.6036 -0.3981 -1.7133 -0.1 0.1 0.0 0.163
O 1.3759 0.2157 -0.1338 -0.1 -0.2 0.1 -0.727
```
Forces are in eV/Å.

Its spin multiplicity is 1. Its SMILES is C=CC=O.CO. The calculation puts the energy above the lowest of the compared OMol25 structures with the same formula, charge and spin at 49.5 kcal per mole. Its charge is 0. For the LUMO energy, the calculation gives 0.01188 Ha. The total energy is -8371.13688 eV.

***

(6)
Here is C3H2NOP as an isolated structure at a distorted geometry from the Open Molecules 2025 dataset. Energies are from ωB97M-V/def2-TZVPD.

XYZ file:
```
8
Properties=species:S:1:pos:R:3:forces:R:3:nbo_charge:R:1
H -0.2356 -1.2743 -0.1188 -1.8 0.0 -0.3 0.220
H -0.2740 1.4439 -0.3703 -0.6 0.2 0.0 0.208
C 0.4891 0.7669 -0.0734 3.5 1.5 -0.2 -0.360
N 1.6583 -1.3014 0.2382 0.1 0.6 -0.1 -0.551
C 0.5179 -0.5452 -0.0269 1.3 -0.2 0.4 -0.089
O 3.9657 -1.4988 -0.1140 -0.1 0.8 -0.3 -0.492
C 2.8350 -1.2187 -0.0166 0.8 -1.6 0.6 0.861
P 2.6948 1.8215 0.0212 -3.2 -1.3 -0.1 0.203
```
Forces are in eV/Å.

Its spin multiplicity is 1. The calculation puts the energy above the lowest of the compared OMol25 structures with the same formula, charge and spin at 70.7 kcal per mole. Its charge is 0. For the LUMO energy (spin up / spin down), the calculation gives -0.06695 / -0.06854 Ha. The total energy is -15964.39270 eV.